# C35H62BCl30O2

A cluster of 10 separate species, C35H62BCl30O2 in total in a non-equilibrium geometry (wB97M-V/def2-TZVPD, the Open Molecules 2025 dataset).

Each line ends with the Löwdin charge.
Geometry (Å):
Cl1 -3.081 -5.112 -6.779  0.53
Cl2 1.536 10.008 -6.165  0.53
Cl3 4.211 -3.027 3.335  0.52
Cl4 -1.995 1.852 -8.286  0.51
Cl5 5.495 5.262 4.453  0.57
Cl6 2.838 3.573 7.597  0.42
Cl7 6.123 6.277 1.804  0.52
Cl8 -5.936 -5.289 -7.294  0.51
Cl9 1.577 4.520 5.153  0.59
Cl10 1.886 7.627 -4.538  0.54
Cl11 -4.507 -7.583 -6.222  0.51
Cl12 -1.635 1.225 -5.469  0.56
Cl13 -7.517 -3.411 -3.110  0.53
Cl14 -4.876 -4.496 -2.590  0.57
Cl15 2.395 1.486 7.793  0.46
Cl16 -2.741 6.175 -1.865  0.56
Cl17 4.059 -1.394 5.733  0.50
Cl18 0.623 2.129 -7.054  0.53
Cl19 5.263 1.895 7.986  0.53
Cl20 3.529 -5.543 1.578  0.53
Cl21 0.690 -6.154 1.395  0.58
Cl22 2.230 6.397 7.279  0.51
Cl23 8.068 4.667 3.245  0.53
Cl24 -6.551 -3.615 -0.378  0.57
Cl25 2.488 -8.005 2.717  0.51
Cl26 -0.579 9.149 -4.369  0.57
Cl27 -3.786 7.478 -4.241  0.51
Cl28 4.066 -0.523 9.065  0.52
Cl29 2.617 -0.582 3.353  0.67
Cl30 -2.294 4.996 -4.478  0.57
O1 5.047 2.493 2.269  0.05
O2 3.778 1.151 1.066  -0.03
C1 -2.247 -2.387 3.959  -0.21
C2 0.189 -0.149 -1.152  -0.13
C3 -3.551 -2.106 3.187  -0.21
C4 -3.465 -2.494 1.683  -0.20
C5 6.351 4.941 2.938  -1.53
C6 3.944 2.194 1.882  -0.54
C7 -4.609 -5.818 -6.254  -1.56
C8 -3.655 -1.250 0.800  -0.21
C9 0.824 -2.820 0.357  -0.14
C10 1.169 9.237 -4.620  -1.53
C11 2.764 3.055 2.352  -0.01
C12 4.064 -1.380 3.964  -1.47
C13 -3.523 -1.504 -0.724  -0.21
C14 2.148 -6.303 2.374  -1.52
C15 -0.027 1.187 -1.939  -0.19
C16 3.179 -2.535 -2.629  -0.22
C17 -6.528 -4.347 -1.985  -1.51
C18 0.123 -2.800 3.188  -0.17
C19 -2.469 6.503 -3.574  -1.55
C20 -2.128 1.946 -0.749  -0.20
C21 -0.996 -1.726 3.304  -0.23
C22 3.180 -3.916 -1.936  -0.25
C23 -4.613 -0.824 -1.590  -0.21
C24 -0.630 2.258 -1.004  -0.21
C25 2.750 1.392 0.057  -0.18
C26 -1.120 2.257 -6.803  -1.56
C27 -3.103 2.600 -1.767  -0.23
C28 2.915 0.376 -1.092  -0.11
C29 -4.069 1.574 -2.406  -0.20
C30 1.858 -1.724 -2.510  -0.15
C31 2.704 4.909 6.451  -1.50
C32 1.870 -1.664 0.238  -0.19
C33 2.008 -4.858 -2.341  -0.11
C34 -4.784 0.696 -1.333  -0.19
C35 3.838 1.204 8.768  -1.50
B1 1.732 -0.759 -1.161  -0.70
H1 -0.482 -0.901 -1.607  0.08
H2 -0.544 3.291 -1.377  0.10
H3 -0.147 -0.059 -0.099  0.09
H4 -3.713 3.402 -1.333  0.08
H5 1.502 -5.188 -1.425  0.03
H6 1.323 -3.706 0.786  0.00
H7 -4.812 -5.475 -5.249  -0.05
H8 -0.152 2.233 -0.012  0.09
H9 2.373 -5.759 -2.856  0.06
H10 -2.864 -0.530 1.065  0.10
H11 -2.272 0.857 -0.725  0.07
H12 -4.207 -3.274 1.483  0.08
H13 -4.442 0.981 -0.332  0.09
H14 3.668 5.052 5.984  -0.09
H15 1.271 -4.396 -3.004  0.06
H16 -2.466 -2.897 1.469  0.10
H17 -4.302 -0.960 -2.637  0.10
H18 5.928 4.039 2.502  -0.04
H19 -3.565 0.953 -3.161  0.07
H20 0.013 -2.494 1.021  0.02
H21 2.829 2.408 -0.358  0.13
H22 2.942 4.072 1.986  0.09
H23 1.791 2.691 2.013  0.07
H24 -2.518 3.059 -2.584  0.04
H25 1.055 -2.348 2.829  -0.01
H26 -1.246 -1.308 2.322  0.08
H27 -0.572 -0.935 3.937  0.09
H28 2.909 -2.000 0.380  0.08
H29 3.212 -3.848 -0.842  0.05
H30 -3.543 -2.576 -0.960  0.06
H31 -0.802 0.993 -2.699  0.06
H32 0.857 1.535 -2.487  0.10
H33 4.923 -0.811 3.632  0.02
H34 -4.357 -2.697 3.649  0.10
H35 -3.827 -1.053 3.326  0.11
H36 1.831 -1.018 -3.370  0.09
H37 -1.550 7.067 -3.670  -0.09
H38 -2.388 2.306 0.258  0.11
H39 2.786 3.059 3.449  0.02
H40 -5.853 0.929 -1.411  0.10
H41 -4.612 -0.742 0.981  0.11
H42 -5.569 -1.350 -1.445  0.05
H43 -2.379 -1.981 4.974  0.10
H44 -0.216 -3.600 2.518  0.04
H45 4.113 -4.437 -2.214  0.09
H46 -1.349 3.284 -6.547  -0.04
H47 0.317 -3.255 4.171  0.08
H48 3.385 -2.698 -3.703  0.10
H49 3.893 -0.115 -0.936  0.10
H50 4.029 -1.959 -2.237  0.09
H51 1.631 -0.953 1.058  0.02
H52 1.779 1.221 0.535  0.09
H53 0.412 -3.141 -0.607  0.07
H54 -6.950 -5.341 -1.909  0.01
H55 -2.054 -3.461 4.082  0.10
H56 2.996 0.858 -2.085  0.09
H57 3.704 1.696 9.722  0.02
H58 1.980 -5.795 3.316  0.01
H59 1.594 9.840 -3.829  0.01
H60 -2.537 -1.144 -1.053  0.08
H61 -4.832 2.144 -2.958  0.10
H62 0.967 -2.358 -2.643  0.07

Properties
Calculated total energy, eV: -417742.3801
Total charge: -1

# C32H54O27

A cluster of 9 separate species, C32H54O27 in total in a non-equilibrium geometry (wB97M-V/def2-TZVPD, the Open Molecules 2025 dataset).

Each line ends with the Löwdin charge.
Geometry (Å):
O1 -1.006 4.031 4.593  0.15
O2 3.000 -0.413 4.717  -0.01
O3 -4.519 -4.088 0.826  0.00
O4 -0.603 4.900 0.060  0.06
O5 0.658 -1.768 -1.497  0.13
O6 5.933 3.405 -1.929  0.01
O7 5.365 -4.365 -0.613  0.10
O8 -2.210 2.657 -1.489  0.06
O9 -0.497 -0.100 -0.527  0.00
O10 4.315 2.833 -3.181  -0.01
O11 -2.175 2.498 3.472  0.06
O12 -2.908 3.174 5.439  0.09
O13 0.588 6.533 -0.961  0.15
O14 -3.666 3.221 0.135  0.15
O15 -5.490 -2.282 -1.668  0.10
O16 5.845 -3.064 1.124  0.08
O17 1.571 4.750 -0.035  0.07
O18 1.503 0.290 -1.072  0.00
O19 -4.846 -1.087 0.138  0.16
O20 3.917 4.239 -1.426  0.16
O21 -3.469 -6.031 0.325  0.12
O22 1.836 -0.813 2.962  0.02
O23 2.828 -2.540 4.036  0.12
O24 -4.778 -0.174 -1.890  0.05
O25 -2.628 -3.978 -0.149  -0.02
O26 -4.090 3.699 -1.991  0.10
O27 3.736 -3.183 0.378  0.16
C1 2.987 2.962 -3.696  -0.03
C2 4.633 3.579 -2.111  -0.61
C3 -3.520 -4.819 0.354  -0.61
C4 -1.511 1.747 -3.522  0.00
C5 6.533 3.871 -0.752  -0.06
C6 -3.255 0.408 3.223  -0.01
C7 4.873 -3.517 0.304  -0.57
C8 -1.655 -0.830 -0.310  -0.06
C9 -3.475 1.853 3.605  -0.28
C10 -4.980 -1.199 -1.039  -0.57
C11 -7.154 -2.207 -3.448  -0.02
C12 -1.471 -4.507 -0.794  -0.02
C13 2.045 2.718 1.183  -0.01
C14 0.607 -0.640 -1.070  -0.64
C15 7.104 -3.542 0.676  -0.10
C16 -5.117 -0.570 -3.225  -0.08
C17 0.534 5.510 -0.344  -0.58
C18 -0.244 3.707 0.777  -0.06
C19 -5.706 -1.950 -3.036  -0.33
C20 -3.322 3.242 -1.014  -0.58
C21 6.752 -4.616 -0.342  -0.33
C22 -1.953 3.302 4.538  -0.59
C23 3.772 -0.736 5.879  -0.02
C24 2.588 -1.370 3.899  -0.62
C25 -3.718 2.048 5.098  -0.09
C26 -2.032 3.016 -2.876  -0.27
C27 -3.438 3.492 -3.245  -0.08
C28 2.900 0.153 -1.247  0.00
C29 1.158 3.399 0.178  -0.29
C30 -5.653 -4.700 1.400  -0.04
C31 1.069 -1.659 2.121  -0.02
C32 7.605 -4.640 -1.574  -0.02
H1 7.261 -5.335 -2.339  0.09
H2 2.927 3.816 -4.368  0.10
H3 -5.853 0.158 -3.575  0.14
H4 0.020 -1.370 2.188  0.09
H5 -0.191 3.919 1.847  0.13
H6 -1.213 1.923 -4.564  0.09
H7 -1.770 -5.236 -1.547  0.10
H8 -3.492 4.376 -3.880  0.13
H9 3.103 -1.134 6.634  0.10
H10 -2.516 -0.127 3.814  0.09
H11 6.757 -5.583 0.170  0.16
H12 -7.433 -3.234 -3.240  0.09
H13 -7.288 -1.960 -4.503  0.09
H14 4.568 -1.417 5.582  0.09
H15 -5.567 -5.748 1.683  0.09
H16 7.605 4.028 -0.863  0.09
H17 1.636 1.714 1.314  0.09
H18 6.317 3.235 0.104  0.10
H19 -4.739 2.254 5.411  0.14
H20 8.602 -4.948 -1.251  0.09
H21 1.405 -1.534 1.094  0.08
H22 -2.340 -1.032 -1.141  0.09
H23 -4.216 -0.569 -3.837  0.12
H24 1.208 2.868 -0.774  0.13
H25 -0.864 -5.057 -0.071  0.10
H26 7.764 -2.741 0.346  0.14
H27 3.207 0.337 -2.275  0.09
H28 -1.435 -1.877 -0.070  0.07
H29 -1.342 3.865 -2.890  0.16
H30 7.649 -3.673 -2.078  0.09
H31 7.627 -4.093 1.461  0.13
H32 1.972 3.129 2.192  0.10
H33 1.167 -2.711 2.382  0.10
H34 -2.832 0.396 2.213  0.06
H35 -0.866 -3.701 -1.195  0.07
H36 -5.933 -4.169 2.307  0.09
H37 -2.257 0.955 -3.542  0.07
H38 3.082 2.853 0.874  0.08
H39 2.256 3.060 -2.893  0.08
H40 3.227 -0.838 -0.926  0.09
H41 6.230 4.893 -0.496  0.10
H42 -4.221 -0.073 3.052  0.10
H43 -6.477 -4.629 0.691  0.09
H44 -3.974 2.763 -3.865  0.13
H45 -1.012 2.946 0.671  0.11
H46 -7.797 -1.501 -2.914  0.09
H47 -0.574 1.424 -3.072  0.08
H48 -5.123 -2.624 -3.676  0.15
H49 -2.269 -0.499 0.522  0.08
H50 -4.185 2.413 2.996  0.16
H51 -3.420 1.131 5.613  0.13
H52 3.419 0.875 -0.620  0.09
H53 4.245 0.198 6.165  0.09
H54 2.784 2.037 -4.231  0.09

Properties
Energy above the lowest of the compared OMol25 structures with the same formula, charge and spin, eV: 0.268
SMILES string: C[C@H]1COC(=O)O1.C[C@H]1COC(=O)O1.C[C@H]1COC(=O)O1.C[C@H]1COC(=O)O1.C[C@H]1COC(=O)O1.COC(=O)OC.COC(=O)OC.COC(=O)OC.COC(=O)OC
Total charge: 0